C26H27Cl60F10NO6P2S | the ωB97M-V functional and the def2-TZVPD basis

Geometry as XYZ:
```
133
Properties=species:S:1:pos:R:3:mulliken_charge:R:1
C -1.81 4.58 2.85 -0.71
C -3.15 3.91 2.26 0.60
F -4.22 4.81 2.64 -0.35
O -3.38 2.58 2.75 -0.36
P -2.71 1.42 1.68 0.77
O -1.21 1.66 1.67 -0.51
O -3.13 -0.12 2.21 0.15
P -1.76 -1.06 2.67 0.56
N -0.86 -0.43 3.82 -0.57
O -3.50 1.69 0.18 -0.32
S -2.76 0.91 -1.09 1.10
O -1.80 -0.14 -0.63 -0.38
O -3.85 0.20 -1.85 -0.66
C -2.03 2.14 -2.29 0.40
F -2.68 3.38 -2.01 -0.28
F -2.37 1.87 -3.63 -0.23
C -0.47 2.41 -2.13 0.53
F -0.18 3.51 -2.99 -0.25
F -0.17 2.90 -0.83 -0.19
C 0.49 1.22 -2.60 0.55
F -0.21 0.09 -3.08 -0.25
F 1.25 1.68 -3.71 -0.27
C 1.61 0.81 -1.50 0.54
F 2.34 -0.27 -2.01 -0.24
F 2.46 1.89 -1.30 -0.23
F 1.06 0.39 -0.29 -0.13
H -1.59 4.06 3.83 0.10
H -1.88 5.71 2.91 0.38
H -0.99 4.29 2.10 0.15
H -3.08 4.00 1.13 0.01
H -2.25 -2.33 3.12 -0.04
H -0.91 -1.30 1.54 -0.01
H -0.91 -1.11 4.61 0.21
C 0.99 4.52 -6.12 0.49
Cl -0.39 5.62 -6.13 -0.07
Cl 1.38 4.00 -7.77 -0.12
Cl 2.40 5.27 -5.36 -0.13
H 0.72 3.64 -5.54 -0.20
C -0.23 6.83 6.08 0.02
Cl -0.55 8.52 5.67 -0.14
Cl -1.66 5.83 5.75 -0.08
Cl 1.16 6.23 5.18 -0.05
H -0.01 6.76 7.14 0.24
C -2.50 -4.60 0.47 -0.03
Cl -4.24 -4.85 0.70 -0.07
Cl -2.19 -2.98 -0.18 0.06
Cl -1.63 -4.83 1.99 -0.09
H -2.14 -5.33 -0.25 0.14
C 0.70 -7.26 -0.41 -0.03
Cl -1.03 -7.52 -0.19 -0.10
Cl 1.00 -5.64 -1.08 -0.09
Cl 1.57 -7.47 1.11 -0.14
H 1.07 -7.99 -1.12 0.34
C -0.71 3.20 9.03 -0.06
Cl -2.35 3.84 9.21 -0.13
Cl -0.66 1.98 7.75 -0.08
Cl 0.43 4.50 8.69 -0.10
H -0.42 2.73 9.96 0.36
C -4.43 6.25 -5.88 0.22
Cl -6.06 6.92 -5.76 -0.12
Cl -4.37 4.96 -7.08 -0.12
Cl -3.27 7.53 -6.28 -0.13
H -4.16 5.83 -4.91 0.14
C -6.85 -2.59 2.76 -0.17
Cl -5.09 -2.42 2.62 -0.05
Cl -7.31 -4.30 2.79 -0.02
Cl -7.44 -1.75 4.20 -0.13
H -7.30 -2.13 1.88 0.31
C 5.77 3.67 -6.88 0.02
Cl 6.99 2.61 -7.61 -0.15
Cl 4.94 4.60 -8.13 -0.11
Cl 4.62 2.72 -5.94 -0.04
H 6.27 4.36 -6.21 0.31
C -7.63 9.31 -8.66 0.29
Cl -9.36 8.99 -8.90 -0.12
Cl -6.81 9.51 -10.22 -0.13
Cl -7.39 10.74 -7.65 -0.12
H -7.19 8.45 -8.16 0.06
C 4.99 -8.17 2.43 0.66
Cl 6.10 -6.81 2.20 -0.13
Cl 5.67 -9.64 1.73 -0.07
Cl 4.63 -8.41 4.14 -0.09
H 4.06 -7.95 1.91 -0.32
C 8.56 4.71 -10.76 0.31
Cl 7.97 6.36 -10.55 -0.12
Cl 8.47 4.22 -12.45 -0.12
Cl 10.22 4.57 -10.16 -0.13
H 7.93 4.04 -10.17 0.06
C -5.08 -1.62 7.32 0.07
Cl -4.84 -3.37 7.38 -0.13
Cl -4.88 -0.91 8.93 -0.13
Cl -3.97 -0.87 6.17 -0.03
H -6.10 -1.43 6.99 0.20
C 3.64 2.83 5.51 0.27
Cl 1.92 2.48 5.76 -0.04
Cl 3.87 4.49 4.91 -0.15
Cl 4.55 2.58 7.00 -0.12
H 4.02 2.15 4.75 0.05
C -11.70 10.63 -11.91 0.04
Cl -12.32 12.27 -11.69 -0.12
Cl -11.81 10.14 -13.61 -0.13
Cl -10.03 10.51 -11.34 -0.05
H -12.31 9.95 -11.32 0.27
C 9.54 -8.55 3.14 0.57
Cl 9.81 -10.30 3.21 -0.11
Cl 9.72 -7.83 4.74 -0.13
Cl 10.64 -7.80 1.98 -0.13
H 8.51 -8.38 2.80 -0.20
C -9.95 -7.18 3.38 0.07
Cl -8.19 -7.02 3.25 -0.12
Cl -10.41 -8.89 3.41 -0.13
Cl -10.54 -6.35 4.82 -0.11
H -10.40 -6.72 2.51 0.29
C 7.12 -1.00 -5.58 0.10
Cl 8.46 -0.58 -4.49 -0.13
Cl 6.97 -2.75 -5.73 -0.13
Cl 5.61 -0.29 -5.00 -0.07
H 7.34 -0.59 -6.56 0.22
C 7.92 1.58 4.70 0.02
Cl 6.21 1.22 4.43 -0.10
Cl 8.75 1.83 3.15 -0.12
Cl 8.11 2.99 5.74 -0.11
H 8.38 0.72 5.19 0.30
C 6.37 -13.31 3.08 -0.06
Cl 4.65 -13.61 2.82 -0.11
Cl 7.22 -13.16 1.54 -0.12
Cl 6.61 -11.86 4.07 -0.07
H 6.79 -14.16 3.62 0.36
C 2.27 -10.76 6.48 -0.05
Cl 1.72 -12.01 7.61 -0.13
Cl 3.76 -11.27 5.67 -0.01
Cl 1.01 -10.41 5.29 -0.11
H 2.47 -9.85 7.04 0.31
```

## Properties
- LUMO energy: -1.657 eV
- Total energy: -849103.8733 eV